C23H13BrCrF6N4O11S4 | ωB97M-V with the def2-TZVPD basis set

The spin multiplicity is 4. The total charge is -1. The expectation value of S² is 3.7745. The value obtained for the energy relative to the best compared isomer or geometry (same formula, charge and spin) is 1.721 eV. As for the HOMO-LUMO gap (alpha / beta): 7.15 / 7.03 eV. The energy comes out at -210657.2366 eV. For the HOMO energy (alpha / beta), the calculation gives -0.208 / -0.210 Eh.

Last column: natural (NBO) charge in e.
Element x y z (Å)
C  1.033  1.982  -1.225  0.1378
O  -1.562  0.920  -0.538  -0.9631
C  2.404  -2.423  -2.057  -0.2950
N  0.258  -0.664  -5.886  -0.1769
O  -0.309  -0.876  0.603  -0.9568
C  -0.904  -0.206  -5.185  0.1173
N  1.242  -1.192  -5.348  -0.1136
C  -3.352  0.584  -4.157  -0.0647
O  0.142  1.626  1.535  -0.9761
H  -3.752  -1.838  1.133  0.2499
C  -2.877  1.180  -5.312  -0.2465
H  -4.880  -1.940  3.353  0.2118
F  2.616  -2.388  2.520  -0.3011
O  -2.339  -1.382  -0.604  -0.9830
O  2.240  -1.409  0.112  -0.6772
C  0.839  2.268  -2.582  -0.2457
C  0.955  1.278  -3.519  -0.1054
F  4.452  -2.467  3.629  -0.3231
O  -1.444  3.229  2.445  -0.9322
C  -3.820  -0.236  4.121  -0.2076
H  -4.319  -0.254  5.082  0.2126
O  1.134  -0.227  3.096  -0.9206
F  4.520  -2.333  1.476  -0.3077
Cr  1.367  0.069  1.028  1.4240
H  0.587  3.276  -2.877  0.2272
C  2.141  -2.266  -3.426  -0.1443
S  4.010  -0.070  2.773  2.2391
C  -2.845  0.710  3.875  -0.1942
O  3.322  0.569  1.599  -0.9335
C  2.060  -1.418  -1.181  0.3675
C  -2.175  0.736  2.650  -0.2116
C  3.858  -1.923  2.554  0.7278
H  -0.844  -1.572  -3.516  0.2357
O  5.431  0.055  2.796  -0.9019
C  1.540  -0.211  -1.750  0.1755
F  1.028  1.953  6.183  -0.2937
H  2.851  -3.332  -1.675  0.2276
N  1.387  0.776  -0.823  -0.4548
Br  -5.015  1.142  -3.436  0.0465
O  -0.273  1.721  3.955  -1.0133
S  -0.842  1.943  2.610  2.4540
C  -1.405  -0.798  -4.026  -0.2321
C  -3.517  -1.132  1.916  -0.1786
C  -2.539  -0.175  1.656  -0.3640
H  -3.452  1.953  -5.803  0.2231
H  -1.271  1.209  -6.739  0.2213
H  0.810  1.503  -4.567  0.2269
S  1.811  0.872  3.863  2.1655
C  1.295  -0.032  -3.113  -0.0991
H  0.894  2.725  -0.452  0.2381
N  3.307  0.207  4.125  -1.1704
H  -2.550  1.423  4.634  0.2415
S  -1.649  -0.351  0.126  2.4378
C  1.306  0.762  5.682  0.8127
O  2.116  2.176  3.344  -0.8669
H  2.360  -3.080  -4.111  0.2242
C  -2.639  -0.416  -3.518  -0.2196
C  1.526  -1.158  -3.962  -0.0076
C  -1.662  0.765  -5.831  -0.2303
F  2.288  0.233  6.401  -0.2943
H  -3.004  -0.858  -2.603  0.2706
F  0.253  -0.048  5.802  -0.3037
C  -4.144  -1.171  3.147  -0.2061

***

C22H60N13O9P3Sr | ωB97M-V with the def2-TZVPD basis set

The spin multiplicity is 1. The value obtained for the energy relative to the best compared isomer or geometry (same formula, charge and spin) is 0.000 eV. As for the HOMO-LUMO gap: 8.82 eV. The energy comes out at -90292.0266 eV. For the HOMO energy, the calculation gives -0.306 Eh.

Last column: Mulliken charge in e.
Element x y z (Å)
C  -17.583  20.583  -8.615  -1.2477
H  -26.412  18.895  -12.839  0.2260
H  -25.859  21.662  -11.759  0.4664
H  -23.300  15.444  -15.943  0.4168
H  -16.348  16.700  -10.416  0.4228
N  -24.963  15.420  -14.650  0.3268
H  -24.667  13.387  -15.039  0.3760
H  -25.243  13.768  -13.395  0.2795
H  -21.563  25.093  -10.184  0.3392
H  -23.783  24.381  -13.041  0.4693
H  -24.535  20.635  -11.348  -0.1412
C  -21.820  22.957  -14.284  -0.7714
C  -24.593  14.090  -14.207  -0.8683
H  -27.901  17.879  -15.846  0.3918
C  -16.807  17.661  -10.184  -0.9002
H  -23.560  14.057  -13.838  0.1938
H  -27.784  14.101  -12.426  0.4140
N  -21.001  15.559  -12.206  0.8897
O  -20.254  18.585  -10.670  0.9220
C  -19.512  20.076  -14.505  0.2004
C  -19.276  17.861  -6.953  -1.2030
N  -23.976  22.472  -12.171  0.8452
H  -24.935  20.851  -13.086  0.4934
H  -27.772  19.015  -13.963  0.4684
H  -18.029  20.786  -15.787  0.3841
C  -20.962  19.469  -7.735  -0.7349
H  -17.492  19.831  -7.837  0.3609
H  -18.849  18.514  -6.177  0.3719
N  -22.400  19.459  -15.297  0.5984
H  -20.006  24.476  -13.235  0.4340
H  -20.674  20.481  -7.431  0.1170
H  -17.862  20.236  -11.777  0.2371
H  -21.555  22.630  -8.354  0.4747
H  -16.598  20.858  -9.005  0.4509
N  -26.343  17.590  -14.479  0.4649
H  -19.342  21.014  -11.344  -0.1316
C  -27.061  17.209  -15.671  -0.9847
H  -20.061  17.264  -6.476  0.3153
H  -17.869  21.774  -10.809  0.4877
N  -21.605  23.193  -12.853  0.4259
H  -20.980  21.499  -9.619  -0.6019
C  -23.650  16.798  -8.353  -1.2855
O  -20.568  14.426  -12.134  -0.6846
C  -20.270  23.670  -12.545  -0.7463
O  -22.058  20.140  -16.253  -0.7179
H  -28.598  15.601  -12.842  0.2371
H  -18.009  21.510  -8.211  0.2591
H  -22.816  22.564  -14.447  0.2924
O  -20.715  16.328  -13.164  -0.5974
H  -19.644  16.021  -9.297  0.3061
H  -25.228  16.068  -10.943  -0.2543
H  -16.162  18.200  -9.490  0.2539
H  -25.264  24.135  -12.079  0.2535
H  -21.719  23.917  -14.800  0.3080
C  -18.335  20.801  -10.972  -0.8680
H  -18.484  17.200  -7.286  0.3238
C  -18.673  16.080  -9.787  -1.0940
O  -22.005  18.282  -15.123  -0.4677
P  -19.239  18.673  -9.600  -1.5310
H  -26.245  14.605  -10.797  0.3931
H  -18.949  19.399  -16.384  0.3338
Sr  -22.124  18.433  -12.366  0.0286
H  -20.219  23.095  -9.435  0.3022
H  -17.980  15.374  -9.332  0.4268
N  -23.531  18.656  -10.154  -0.0012
C  -22.464  24.463  -10.109  -1.0071
N  -22.183  23.059  -10.285  0.3151
O  -21.725  16.039  -11.286  -0.3728
C  -27.675  15.031  -12.999  -1.2427
C  -26.687  18.879  -13.891  -1.2087
H  -21.608  19.518  -8.609  -0.1838
H  -27.597  14.723  -14.039  0.4215
H  -16.834  18.195  -11.142  0.2208
N  -18.397  20.079  -9.709  1.0745
O  -23.182  19.928  -14.415  -0.2523
O  -22.027  20.872  -11.591  0.8710
N  -19.870  19.816  -13.443  0.1884
C  -19.026  20.342  -15.849  -1.3636
H  -24.138  15.930  -8.798  0.3203
C  -21.167  22.543  -9.374  -0.3459
O  -24.398  17.175  -12.781  -0.0529
P  -25.476  16.535  -13.559  -0.3994
H  -26.429  17.213  -16.566  0.2787
H  -19.682  21.033  -16.369  0.3217
H  -19.516  22.883  -12.693  0.1067
H  -26.969  16.203  -10.550  0.3504
H  -24.211  17.084  -7.465  0.4590
N  -26.496  15.727  -12.548  0.5745
H  -21.062  22.273  -14.667  -0.0126
H  -25.078  23.415  -13.703  0.3938
H  -24.875  15.461  -16.757  0.2690
N  -19.799  18.656  -8.041  0.8236
N  -18.143  17.441  -9.638  0.3776
H  -20.204  24.056  -11.530  0.1958
H  -23.158  24.836  -10.856  0.2334
H  -22.874  24.627  -9.107  0.3456
H  -24.251  16.923  -15.932  0.3714
C  -23.592  17.857  -9.335  0.5507
C  -24.316  15.838  -15.896  -1.2415
P  -22.406  22.286  -11.735  -0.8392
H  -18.825  15.848  -10.842  0.3215
C  -26.215  15.651  -11.122  -0.7497
H  -26.206  19.696  -14.431  0.4515
H  -27.459  16.192  -15.622  0.2833
H  -22.647  16.501  -8.050  0.1513
C  -24.876  21.331  -12.112  -1.2786
H  -21.525  19.015  -6.916  0.3915
C  -24.559  23.666  -12.772  -1.2618